[1]
A cluster of 9 separate species, C33H63N3O18S6 in total, computed with the ωB97M-V functional and the def2-TZVPD basis.

Geometry (Å):
C: 26.162 -13.424 5.700
C: 26.055 -12.221 6.700
O: 27.284 -11.574 6.834
S: 27.429 -9.927 6.456
C: 26.898 -9.364 8.056
O: 28.791 -9.472 6.280
O: 26.386 -9.625 5.460
H: 26.619 -13.114 4.760
H: 25.152 -13.823 5.613
H: 26.851 -14.168 6.100
H: 25.300 -11.505 6.377
H: 25.776 -12.551 7.701
H: 27.768 -9.242 8.701
H: 26.205 -10.077 8.503
H: 26.412 -8.405 7.877
C: 13.605 -9.774 3.683
C: 13.848 -9.892 2.184
O: 13.633 -8.706 1.404
S: 14.864 -7.628 1.249
C: 15.682 -8.284 -0.317
O: 14.371 -6.282 1.075
O: 15.761 -7.838 2.377
H: 14.396 -9.209 4.176
H: 13.677 -10.756 4.150
H: 12.599 -9.429 3.924
H: 14.859 -10.275 2.039
H: 13.286 -10.699 1.715
H: 14.882 -8.318 -1.056
H: 15.926 -9.316 -0.069
H: 16.460 -7.578 -0.610
C: 23.732 -10.072 -2.470
C: 24.413 -9.895 -1.069
O: 23.999 -8.721 -0.327
S: 22.446 -8.512 0.020
C: 22.675 -7.239 1.363
O: 21.877 -7.891 -1.123
O: 21.808 -9.690 0.695
H: 23.906 -11.102 -2.782
H: 23.986 -9.418 -3.304
H: 22.645 -10.056 -2.389
H: 24.250 -10.649 -0.299
H: 25.483 -9.789 -1.251
H: 23.131 -7.803 2.177
H: 21.671 -6.926 1.651
H: 23.322 -6.429 1.027
C: 16.601 -2.498 8.065
C: 16.793 -1.778 9.370
O: 15.603 -1.110 9.668
S: 15.298 0.470 9.278
C: 16.316 1.370 10.474
O: 15.838 0.779 7.932
O: 13.867 0.836 9.545
H: 16.274 -3.527 8.213
H: 17.504 -2.400 7.463
H: 15.834 -2.076 7.415
H: 17.053 -2.474 10.168
H: 17.585 -1.038 9.255
H: 15.947 1.105 11.464
H: 16.164 2.443 10.360
H: 17.387 1.195 10.374
C: 13.438 -4.693 17.130
C: 13.584 -6.200 16.968
O: 13.397 -6.722 15.643
S: 14.730 -7.052 14.673
C: 15.179 -8.719 15.416
O: 14.231 -7.304 13.315
O: 15.875 -6.155 15.010
H: 13.409 -4.291 18.143
H: 12.431 -4.534 16.743
H: 14.118 -4.150 16.474
H: 14.608 -6.321 17.324
H: 12.882 -6.607 17.696
H: 16.016 -9.191 14.902
H: 14.218 -9.214 15.272
H: 15.375 -8.690 16.488
C: 14.228 -13.920 10.884
C: 13.763 -15.041 11.866
O: 12.871 -14.495 12.804
S: 11.936 -15.499 13.658
C: 13.082 -15.833 15.051
O: 10.761 -14.806 14.258
O: 11.757 -16.786 12.948
H: 14.022 -13.026 11.472
H: 13.693 -14.106 9.953
H: 15.303 -13.907 10.706
H: 13.174 -15.829 11.396
H: 14.524 -15.633 12.375
H: 13.552 -14.862 15.206
H: 13.826 -16.575 14.762
H: 12.518 -16.287 15.866
C: 19.019 -16.982 4.240
C: 17.715 -17.336 4.598
C: 16.638 -16.482 4.280
N: 16.844 -15.280 3.699
C: 18.179 -14.913 3.466
C: 19.248 -15.768 3.670
H: 19.821 -17.668 4.469
H: 17.501 -18.204 5.205
H: 15.608 -16.754 4.453
H: 18.344 -13.893 3.151
H: 20.253 -15.502 3.378
C: 22.970 -1.727 15.712
C: 22.638 -0.837 14.701
C: 21.760 -1.229 13.714
N: 21.135 -2.441 13.761
C: 21.487 -3.361 14.666
C: 22.465 -3.027 15.672
H: 23.685 -1.525 16.496
H: 23.033 0.166 14.631
H: 21.433 -0.477 13.011
H: 20.878 -4.253 14.684
H: 22.669 -3.678 16.510
C: 18.567 -8.641 8.691
C: 19.006 -9.353 7.570
C: 20.333 -9.347 7.223
N: 21.292 -8.714 7.918
C: 20.882 -7.989 8.974
C: 19.572 -8.038 9.402
H: 17.539 -8.529 9.005
H: 18.312 -9.971 7.020
H: 20.601 -9.887 6.327
H: 21.597 -7.563 9.662
H: 19.408 -7.564 10.358

Force components x, y, z for each atom (eV/Å):
C 0.2 1.0 1.2
C -0.9 -0.8 -1.0
O 2.7 2.3 -0.8
S -2.0 -0.5 -0.2
C -0.1 0.5 0.0
O -1.3 -1.4 -0.1
O 2.0 -0.6 1.5
H -0.5 0.2 -0.1
H 0.2 -0.2 -0.4
H -0.2 -0.1 0.2
H -0.1 -0.1 -0.2
H -0.1 -0.3 0.0
H 0.0 0.0 -0.2
H 0.0 0.1 -0.2
H 0.0 0.0 0.2
C -0.1 -0.2 0.0
C 0.8 -1.1 0.4
O 0.5 1.3 -0.3
S 1.2 -0.3 0.8
C -1.8 0.5 1.3
O -0.2 -1.7 -0.4
O -0.7 -0.1 -1.3
H -0.3 0.4 -0.2
H 0.0 -0.3 -0.3
H 0.2 0.4 -0.1
H 0.4 0.4 0.0
H -0.7 0.4 0.0
H 0.1 0.2 0.0
H 0.6 0.3 -0.1
H 0.1 -0.4 0.2
C -0.7 -1.0 1.1
C -0.4 0.3 -0.8
O -0.3 0.4 0.1
S -0.2 -0.5 3.2
C 0.1 -1.5 -0.8
O -0.9 -0.1 -0.6
O 1.8 2.4 -2.1
H 0.4 -0.1 -0.1
H 0.5 0.3 0.6
H 0.0 0.3 0.2
H -0.1 -0.9 -0.9
H 0.0 0.2 0.4
H 0.0 0.2 0.0
H 0.1 0.1 -0.2
H -0.2 -0.1 -0.1
C 0.1 -0.5 -1.0
C 0.9 0.4 -1.4
O -2.8 2.5 1.2
S -1.0 1.5 -1.6
C -0.4 -0.1 0.3
O -0.9 -1.1 2.6
O 4.0 -1.9 -0.4
H 0.4 -0.1 -0.1
H 0.1 -0.6 0.1
H -0.1 0.5 0.4
H -0.3 0.3 0.2
H 0.2 -0.1 0.2
H 0.1 -0.2 0.0
H -0.3 -0.1 -0.4
H -0.2 -0.4 -0.2
C -1.6 0.1 -1.9
C 1.7 1.2 1.6
O 1.0 0.2 -1.1
S 1.8 -0.6 1.3
C -1.2 1.0 -0.5
O 0.8 1.0 2.8
O -3.1 -1.4 -1.1
H 0.5 -0.5 0.1
H -0.2 0.7 -0.1
H 0.1 0.0 0.3
H 0.1 -1.1 -0.2
H 0.0 -0.9 -0.6
H -0.3 0.3 -0.2
H 0.3 -0.5 -0.1
H 0.0 0.6 -0.1
C -0.1 -1.2 1.5
C 0.4 -1.5 -1.5
O -1.9 0.8 1.5
S -1.4 -1.9 1.9
C -0.4 0.0 -1.1
O 3.1 -1.1 -2.2
O 0.2 2.7 0.8
H -0.4 0.4 -0.8
H 0.0 0.9 0.1
H -0.1 -0.4 0.0
H 0.2 0.1 -0.7
H 0.6 0.6 0.2
H -0.1 -0.2 0.7
H 0.0 0.2 -0.4
H -0.1 0.6 0.0
C -1.2 -1.3 0.9
C -0.5 0.6 0.1
C 1.7 0.9 -0.8
N 2.2 0.0 0.2
C -2.4 -0.9 0.5
C 0.0 0.9 -0.6
H 0.1 0.0 0.0
H 0.1 -0.3 -0.2
H -0.1 -0.1 0.1
H -0.2 0.0 -0.3
H 0.0 0.3 0.0
C 0.2 -1.3 -0.3
C 0.2 0.2 -0.3
C -0.7 -1.4 1.4
N 0.4 0.3 -0.7
C 1.1 2.4 1.0
C -1.5 0.3 -0.7
H 0.0 0.5 0.0
H 0.2 0.1 0.3
H -0.1 -0.3 -0.5
H 0.3 -0.3 0.0
H 0.1 -0.3 -0.2
C 0.8 -0.4 -0.6
C -1.4 0.1 0.5
C 0.5 0.3 0.3
N -0.1 0.8 -0.2
C -0.1 -2.1 -0.4
C 0.0 1.3 1.1
H -0.1 -0.4 -0.1
H -0.1 0.2 -0.3
H 0.5 -0.1 0.0
H 0.4 0.2 -0.4
H -0.5 0.2 0.0

Output
- Orbital gap: 9.843 eV
- Structure (SMILES): CCOS(C)(=O)=O.CCOS(C)(=O)=O.CCOS(C)(=O)=O.CCOS(C)(=O)=O.CCOS(C)(=O)=O.CCOS(C)(=O)=O.c1ccncc1.c1ccncc1.c1ccncc1
- Molar mass: 982.272 g/mol

[2]
A cluster of 3 separate species, C33H63N4O8PSSi in total, computed with the ωB97M-V functional and the def2-TZVPD basis.

Geometry (Å):
C: 3.679 -2.499 -4.493
Si: 5.256 -1.483 -4.565
C: 5.517 -1.018 -6.371
C: 6.698 -2.563 -4.039
O: 5.170 -0.098 -3.647
C: 4.788 -0.242 -2.282
C: 3.859 0.862 -1.797
C: 2.564 1.110 -2.585
N: 2.727 1.450 -3.995
C: 1.511 -0.004 -2.396
O: 2.017 -1.147 -1.681
N: 1.539 -1.144 -0.374
O: 1.805 -2.128 0.195
O: 1.019 -0.477 -3.607
C: -0.381 -0.583 -3.645
C: -0.841 -1.864 -2.934
C: -2.311 -1.930 -2.603
C: -3.361 -1.810 -3.509
C: -4.692 -1.861 -3.097
C: -5.013 -2.052 -1.756
C: -3.970 -2.209 -0.856
C: -2.647 -2.141 -1.263
P: -0.823 -0.569 -5.470
O: -1.159 -2.084 -5.861
O: -2.134 0.317 -5.677
S: 0.613 0.125 -6.572
H: 3.568 -2.928 -3.499
H: 2.796 -1.900 -4.700
H: 3.750 -3.316 -5.206
H: 5.610 0.057 -6.499
H: 6.364 -1.556 -6.786
H: 4.637 -1.323 -6.931
H: 6.886 -3.326 -4.788
H: 7.589 -1.947 -3.932
H: 6.533 -3.050 -3.080
H: 4.379 -1.225 -2.063
H: 5.700 -0.171 -1.684
H: 4.430 1.780 -1.687
H: 3.568 0.574 -0.786
H: 2.116 2.001 -2.147
H: 2.934 0.630 -4.547
H: 3.522 2.072 -4.057
H: 0.695 0.386 -1.791
H: -0.858 0.306 -3.228
H: -0.335 -1.876 -1.976
H: -0.481 -2.720 -3.494
H: -3.182 -1.674 -4.561
H: -5.482 -1.744 -3.822
H: -6.038 -2.078 -1.432
H: -4.196 -2.381 0.187
H: -1.867 -2.260 -0.527
H: -1.901 -2.130 -6.477
H: -1.845 1.091 -6.182
C: -0.088 -2.633 4.035
C: 0.323 -1.150 3.962
C: 1.844 -1.025 3.853
C: 2.570 -1.313 5.166
C: 2.023 -0.421 6.278
C: 0.506 -0.536 6.446
N: -0.203 -0.390 5.137
O: -0.317 0.863 4.835
C: 0.169 -1.886 7.115
C: 0.020 0.533 7.419
C: -0.303 -0.636 2.674
H: 0.400 -3.188 3.233
H: 0.178 -3.131 4.962
H: -1.167 -2.736 3.906
H: 2.100 -0.011 3.528
H: 2.202 -1.698 3.072
H: 2.474 -2.370 5.430
H: 3.638 -1.125 5.038
H: 2.506 -0.663 7.227
H: 2.284 0.619 6.053
H: -0.891 -2.119 7.014
H: 0.395 -1.839 8.180
H: 0.749 -2.721 6.728
H: 0.301 1.536 7.104
H: 0.467 0.361 8.397
H: -1.065 0.499 7.529
H: -1.393 -0.629 2.737
H: -0.022 -1.285 1.847
H: 0.027 0.371 2.424
C: -3.819 3.769 -0.832
C: -3.743 2.440 -0.057
C: -4.832 2.386 1.016
C: -4.537 3.276 2.221
C: -3.169 2.933 2.808
C: -2.040 3.005 1.778
N: -2.385 2.244 0.536
O: -2.161 0.982 0.712
C: -1.734 4.484 1.458
C: -0.759 2.447 2.390
C: -4.023 1.361 -1.095
H: -4.844 3.946 -1.159
H: -3.522 4.643 -0.262
H: -3.188 3.729 -1.721
H: -4.945 1.354 1.363
H: -5.788 2.666 0.570
H: -4.587 4.331 1.937
H: -5.308 3.126 2.980
H: -2.937 3.604 3.637
H: -3.211 1.923 3.229
H: -1.132 4.572 0.553
H: -1.166 4.929 2.274
H: -2.624 5.100 1.347
H: -0.881 1.432 2.762
H: -0.462 3.066 3.236
H: 0.057 2.449 1.665
H: -3.221 1.307 -1.833
H: -4.949 1.587 -1.625
H: -4.138 0.379 -0.648

Force components x, y, z for each atom (eV/Å):
C 0.4 0.4 0.5
Si 0.1 -0.5 -0.8
C -0.4 0.1 0.5
C -0.2 0.4 0.3
O -0.3 -0.3 0.0
C 0.6 0.4 0.2
C -0.2 -0.6 0.0
C 0.4 0.2 -0.3
N -0.2 0.1 0.2
C -0.2 0.2 -0.1
O 0.2 -0.3 0.2
N -0.3 0.1 0.1
O 0.3 0.0 -0.2
O 0.2 0.3 0.2
C -0.8 -0.9 -0.8
C -0.2 0.5 0.1
C -0.2 -0.2 0.4
C -0.3 0.0 0.0
C 0.1 0.0 0.4
C 0.6 0.0 -0.5
C -0.1 -0.1 0.2
C -0.4 0.0 -0.3
P 2.6 0.7 -0.8
O -0.9 0.1 0.5
O -0.6 -0.4 0.4
S -0.3 0.0 0.2
H -0.2 -0.2 0.1
H -0.1 0.0 -0.1
H 0.0 -0.1 -0.2
H 0.3 0.1 -0.1
H 0.3 0.2 -0.1
H -0.2 0.0 -0.1
H 0.0 -0.1 -0.1
H 0.2 0.0 -0.1
H -0.1 -0.1 0.1
H -0.3 -0.1 -0.2
H 0.1 0.0 0.1
H -0.1 0.3 -0.2
H 0.1 0.1 0.2
H -0.1 0.0 0.3
H 0.0 0.0 -0.1
H 0.1 0.0 -0.2
H -0.1 0.1 0.2
H -0.1 0.1 0.1
H 0.2 -0.1 0.1
H 0.0 -0.2 -0.1
H 0.1 0.0 -0.1
H 0.0 0.0 -0.1
H -0.2 0.0 0.1
H 0.0 0.0 0.1
H 0.1 0.0 0.1
H 0.1 -0.2 -0.1
H -0.1 0.1 -0.1
C 0.0 -0.1 0.3
C -0.4 -1.4 -0.6
C 0.4 0.2 0.4
C -0.1 0.1 0.0
C 0.3 0.0 -0.4
C -0.2 -0.9 1.2
N 1.4 1.3 -0.4
O -0.6 -0.3 0.2
C 0.0 -0.2 -0.1
C -0.1 0.4 -0.2
C 0.1 0.1 0.0
H 0.0 0.1 -0.1
H 0.0 0.0 0.0
H 0.0 0.1 0.0
H -0.1 0.1 0.0
H -0.1 0.0 -0.1
H 0.0 0.0 0.0
H 0.0 0.0 0.0
H -0.1 0.0 0.1
H -0.1 0.0 0.0
H 0.0 0.0 0.0
H 0.0 0.1 0.0
H 0.0 0.0 0.0
H -0.1 0.0 -0.1
H 0.0 -0.1 0.0
H 0.0 0.0 0.0
H 0.0 0.1 0.0
H 0.0 -0.2 0.1
H 0.3 -0.9 0.0
C 0.1 0.2 0.2
C -0.5 0.9 -1.1
C 0.0 0.0 0.5
C 0.1 -0.1 -0.1
C -0.4 -0.2 -0.1
C 0.8 1.5 0.2
N -0.9 -1.3 1.2
O 0.5 0.1 -0.5
C -0.2 0.1 -0.2
C -0.3 -0.2 -0.1
C 0.2 -0.3 0.0
H 0.0 -0.1 0.0
H 0.0 -0.1 0.0
H 0.0 0.0 0.0
H 0.1 0.0 0.0
H 0.0 0.0 -0.1
H 0.0 0.0 0.0
H 0.0 0.0 0.0
H 0.1 0.0 0.0
H 0.1 0.0 -0.1
H 0.0 0.0 0.0
H 0.0 -0.1 0.1
H 0.0 0.0 -0.1
H -0.4 1.1 -0.1
H -0.1 0.1 0.0
H 0.0 0.0 -0.1
H 0.0 0.0 0.0
H 0.0 0.2 0.0
H 0.1 0.0 0.0

Output
- Expectation value of S²: 2.0083
- Orbital gap (spin up / spin down): 8.427 / 8.572 eV
- 2S+1: 3
- Molar mass: 735.014 g/mol